(1)
C26H34N3O5S | ωB97M-V/def2-TZVPD

XYZ file:
```
69
Properties=species:S:1:pos:R:3:forces:R:3
C 3.473 -2.488 3.765 0.01 -0.05 0.04
C 2.657 -1.279 3.350 -0.29 0.08 -0.03
O 1.270 -1.530 3.594 1.94 0.04 -0.51
C 0.449 -0.493 3.212 -2.95 0.02 0.62
C -0.924 -0.853 3.621 0.77 1.43 -0.52
C -1.995 0.126 3.621 1.31 -2.29 0.23
O -1.914 1.262 3.171 -0.65 0.97 -0.32
C -3.308 -0.402 4.263 -0.01 0.79 0.08
C -4.160 -1.332 3.393 -0.39 0.01 0.16
C -3.851 -2.831 3.346 0.04 0.07 -0.43
C -2.527 -3.211 2.665 0.09 -0.49 0.12
C -1.372 -3.420 3.638 0.40 0.35 0.25
C -1.031 -2.119 4.405 -0.08 -0.26 0.09
O 0.866 0.519 2.674 0.50 -0.37 -0.20
H 4.514 -2.306 3.475 -0.06 -0.13 0.05
H 3.453 -2.650 4.852 -0.11 0.03 -0.30
H 3.125 -3.402 3.263 0.06 0.24 0.13
H 2.956 -0.393 3.932 0.03 -0.15 -0.33
H 2.791 -1.061 2.277 0.09 0.04 0.37
H -3.092 -0.869 5.235 -0.25 0.18 -0.27
H -3.905 0.490 4.478 0.05 0.00 -0.09
H -5.186 -1.250 3.777 -0.01 0.03 -0.12
H -4.192 -0.947 2.365 0.09 0.01 0.12
H -3.922 -3.272 4.350 0.15 0.09 -0.07
H -4.662 -3.291 2.763 0.04 0.08 0.16
H -2.680 -4.136 2.093 0.03 0.07 0.03
H -2.226 -2.438 1.947 -0.14 -0.05 0.12
H -1.612 -4.175 4.405 -0.12 -0.07 -0.30
H -0.480 -3.789 3.103 -0.21 0.18 0.06
H -0.073 -2.226 4.919 -0.45 -0.44 0.28
H -1.808 -1.967 5.146 0.11 -0.38 0.29
C 4.166 -1.877 -5.897 -0.38 0.22 0.21
N 2.824 -1.371 -5.669 0.37 -0.41 -0.85
C 1.996 -1.507 -6.856 0.09 0.09 0.46
C 2.392 -0.805 -4.460 -0.56 0.48 1.10
C 2.617 0.560 -4.154 -0.24 -0.78 -0.16
C 2.067 1.130 -3.017 -0.55 0.01 0.53
C 1.274 0.383 -2.104 0.68 -0.58 -0.99
C 0.597 1.034 -0.974 -0.04 1.28 -0.17
C 0.023 2.285 -1.089 0.22 -0.57 -0.27
C -0.068 3.222 0.038 1.12 -0.44 2.49
O 0.728 3.238 0.984 -1.91 0.06 -2.09
N -1.177 4.119 -0.011 0.43 0.64 -0.27
C -1.580 4.687 1.267 -0.18 0.01 0.32
C -1.461 4.791 -1.179 0.13 -0.39 0.39
S -2.357 6.197 -1.302 0.22 -0.37 0.43
N -0.944 4.189 -2.311 -0.32 -0.42 -0.30
C -1.324 4.800 -3.582 0.02 0.04 -0.15
C -0.577 2.816 -2.335 0.27 -1.02 -1.76
O -0.752 2.145 -3.359 0.25 1.25 1.52
C 1.248 -1.013 -2.318 -0.64 0.70 0.66
C 1.713 -1.581 -3.489 0.47 0.28 -0.57
H 4.779 -1.814 -4.992 -0.16 -0.01 -0.17
H 4.102 -2.926 -6.227 0.20 0.06 0.11
H 4.650 -1.310 -6.707 0.13 -0.07 0.12
H 0.981 -1.131 -6.695 0.23 -0.07 0.06
H 2.449 -0.961 -7.698 -0.14 0.02 0.03
H 1.952 -2.566 -7.153 -0.17 0.10 -0.03
H 3.184 1.161 -4.863 -0.08 -0.07 0.19
H 2.242 2.185 -2.807 -0.12 -0.16 -0.10
H 0.612 0.557 0.014 0.34 0.39 -0.07
H -2.443 5.317 1.065 0.06 -0.09 0.21
H -1.837 3.863 1.939 0.13 0.13 -0.04
H -0.777 5.290 1.705 -0.11 -0.13 -0.10
H -0.819 4.279 -4.391 0.01 -0.04 0.09
H -2.410 4.755 -3.718 0.21 -0.05 -0.08
H -1.039 5.853 -3.538 -0.01 -0.23 -0.16
H 0.793 -1.620 -1.535 -0.09 -0.04 -0.34
H 1.543 -2.639 -3.678 0.18 0.15 0.03
```
Forces are in eV/Å.

Its total charge is -1. For the relative energy (zero: lowest compared OMol25 entry of this formula, charge and spin), the calculation gives 0.0 kcal per mole. For the frontier orbital gap, the calculation gives 0.1608 hartree.

natural (NBO) population analysis, charges in e, atoms 1 to 4:
1. C -0.620
2. C -0.065
3. O -0.565
4. C 0.759


(2)
C26H35BN | ωB97M-V/def2-TZVPD

XYZ file:
```
63
Properties=species:S:1:pos:R:3:forces:R:3
C 5.122 -1.432 7.813 -0.07 0.36 0.12
C 3.763 -0.805 7.584 -0.08 -0.43 0.07
C 3.503 -0.122 6.398 0.17 0.20 -0.48
C 2.271 0.484 6.167 -0.54 -0.19 1.03
C 1.237 0.412 7.150 1.62 -0.77 0.04
C -0.049 1.072 6.930 0.60 0.47 -1.50
C -1.284 0.323 7.054 -1.68 -0.79 0.22
C -2.488 0.887 6.511 1.06 -0.29 0.75
C -3.707 0.275 6.713 -0.99 0.36 -0.42
C -3.828 -0.909 7.447 0.35 -0.63 -0.12
C -5.169 -1.529 7.761 -0.05 0.53 0.03
C -2.654 -1.561 7.861 0.14 -0.20 -0.12
C -1.402 -1.008 7.602 0.06 1.15 0.32
C 1.501 -0.299 8.347 0.40 0.33 -0.72
C 2.747 -0.901 8.541 -0.20 -0.07 0.15
H 5.151 -1.993 8.748 0.02 0.11 -0.04
H 5.447 -2.099 7.014 -0.26 0.04 -0.09
H 5.859 -0.623 7.856 0.04 -0.17 0.13
H 4.307 -0.075 5.639 -0.66 0.05 0.42
H 2.087 1.000 5.237 -0.03 0.06 -0.10
H -0.060 1.767 6.046 0.06 -0.97 1.11
H -2.409 1.818 5.955 -0.15 -0.04 0.14
H -4.634 0.725 6.295 0.84 -0.28 0.35
H -5.054 -2.336 8.478 -0.05 0.00 0.08
H -5.796 -0.744 8.193 -0.09 -0.20 0.09
H -5.725 -1.924 6.902 0.40 0.16 -0.05
H -2.741 -2.536 8.387 0.19 0.79 -0.55
H -0.506 -1.571 7.865 -0.32 0.22 -0.03
H 0.731 -0.352 9.111 0.23 0.04 -0.01
H 2.936 -1.483 9.452 -0.11 0.36 -0.34
C 3.054 3.528 9.672 0.33 -0.25 0.27
C 2.541 3.780 8.254 0.13 -0.09 0.62
N 1.155 4.398 8.280 -0.22 -0.08 0.11
C 1.113 5.520 9.292 0.68 -0.13 -0.49
C 2.007 6.564 9.107 0.35 1.07 0.30
C 1.972 7.672 9.986 0.28 -0.90 -0.97
C 1.065 7.699 11.033 -0.27 0.58 0.59
C 0.183 6.645 11.229 0.81 -0.38 -1.17
C 0.235 5.551 10.340 -1.28 -0.31 1.15
C 0.852 5.065 6.948 0.04 0.01 -0.67
C -0.439 5.868 6.995 -0.23 0.29 0.06
C 0.792 4.051 5.808 0.13 0.04 -0.33
B 0.115 3.214 8.650 -0.55 1.11 0.76
H 0.221 2.169 7.856 -0.44 -0.46 -0.37
H 4.067 3.106 9.618 -0.24 0.14 -0.08
H 3.107 4.448 10.284 -0.01 -0.48 -0.44
H 2.439 2.798 10.207 0.09 0.18 -0.14
H 3.219 4.481 7.763 -0.10 -0.09 -0.21
H 2.487 2.838 7.673 0.05 0.57 0.34
H 2.729 6.548 8.274 -0.39 0.13 0.61
H 2.658 8.499 9.812 -0.14 -0.19 0.11
H 1.036 8.571 11.707 0.04 -0.53 -0.41
H -0.531 6.667 12.029 -0.19 -0.09 0.22
H -0.459 4.720 10.512 0.33 0.41 -0.16
H 1.688 5.755 6.755 -0.24 -0.30 0.09
H -0.659 6.247 5.990 0.02 -0.22 0.13
H -1.277 5.251 7.346 0.21 0.23 -0.22
H -0.358 6.747 7.638 -0.02 -0.19 -0.01
H 0.796 4.610 4.842 -0.13 -0.46 0.71
H 1.676 3.383 5.797 -0.57 0.26 -0.04
H -0.144 3.462 5.895 0.60 0.61 -0.28
H 0.348 2.837 9.758 0.16 -0.49 -0.25
H -1.007 3.598 8.539 -0.10 -0.19 -0.27
```
Forces are in eV/Å.

Its total charge is +1. For the relative energy (zero: lowest compared OMol25 entry of this formula, charge and spin), the calculation gives 4.8 kcal per mole. For the frontier orbital gap, the calculation gives 0.2815 hartree.

natural (NBO) population analysis, charges in e, atoms 1 to 4:
1. C -0.641
2. C 0.036
3. C -0.218
4. C -0.193


(3)
C26H35Cl2N4O6PSn | ωB97M-V/def2-TZVPD

XYZ file:
```
75
Properties=species:S:1:pos:R:3:forces:R:3
Sn -0.389 0.610 -0.634 -0.34 -0.26 -0.98
O -4.243 0.056 -0.696 0.39 -0.05 0.24
C -3.445 0.055 0.230 -0.09 0.01 -0.18
O -2.315 0.697 0.268 -0.18 -0.01 0.34
C -3.742 -0.795 1.458 0.13 0.07 -0.04
C -2.899 -0.802 2.565 0.06 0.02 0.00
C -3.128 -1.672 3.624 0.03 0.07 -0.07
C -4.201 -2.546 3.585 -0.01 -0.14 0.12
C -5.046 -2.505 2.490 -0.17 -0.01 -0.03
C -4.844 -1.638 1.433 -0.15 -0.14 -0.09
N -6.208 -3.431 2.457 -0.02 -0.18 -0.08
O -6.992 -3.333 1.531 0.28 0.06 0.24
O -6.297 -4.254 3.352 0.03 0.28 -0.20
H -2.062 -0.115 2.582 0.00 -0.04 -0.01
H -2.464 -1.677 4.479 -0.01 0.00 -0.02
H -4.391 -3.254 4.381 -0.01 0.06 -0.02
H -5.518 -1.620 0.588 0.01 0.00 -0.01
C 3.403 1.052 -2.116 0.05 0.09 -0.11
P 3.288 -0.322 -0.970 -0.22 0.13 0.11
C 4.050 -1.748 -1.744 0.00 -0.05 -0.05
C 4.330 0.119 0.419 0.02 0.04 0.09
O 1.870 -0.604 -0.568 0.08 -0.15 0.13
H 4.433 1.245 -2.431 -0.17 -0.04 0.07
H 3.001 1.931 -1.606 0.03 -0.01 -0.09
H 2.784 0.837 -2.990 0.05 0.05 0.04
H 5.048 -1.527 -2.127 -0.08 -0.02 0.05
H 3.403 -2.081 -2.557 0.06 -0.02 -0.02
H 4.107 -2.542 -0.998 0.04 -0.06 -0.06
H 5.340 0.375 0.091 -0.06 -0.03 0.05
H 4.370 -0.722 1.114 0.03 0.06 0.00
H 3.873 0.973 0.924 0.05 -0.04 -0.01
C -2.421 -7.362 -2.585 0.05 -0.06 -0.06
C -2.860 -6.077 -1.871 -0.13 -0.02 0.01
C -2.357 -4.859 -2.661 0.04 0.01 0.00
C -4.398 -6.028 -1.912 -0.02 0.06 -0.01
C -2.352 -6.099 -0.392 0.05 -0.02 -0.03
O -3.122 -7.050 0.365 0.10 0.13 -0.08
C -0.873 -6.501 -0.206 0.07 0.01 -0.10
C 0.239 -5.843 -1.045 0.07 -0.10 0.18
C 1.604 -6.248 -0.533 -0.05 0.05 0.02
C 2.067 -7.551 -0.696 0.05 -0.08 -0.01
C 3.302 -7.945 -0.200 -0.06 -0.09 -0.06
C 4.090 -7.022 0.468 -0.02 0.01 -0.01
Cl 5.637 -7.508 1.097 -0.02 0.01 -0.01
C 3.661 -5.718 0.638 -0.08 0.12 -0.02
C 2.420 -5.340 0.136 0.05 -0.03 0.03
C -2.689 -4.815 0.388 0.12 0.12 -0.16
N -1.712 -3.729 0.342 -0.20 -0.20 0.13
C -1.769 -2.565 -0.310 -0.06 -0.08 0.03
N -0.733 -1.821 0.024 0.32 0.14 0.35
C -0.063 -2.591 0.928 0.12 0.05 0.00
N -0.623 -3.757 1.156 -0.21 0.41 -0.22
H -2.834 -7.369 -3.597 0.02 -0.03 0.05
H -2.795 -8.262 -2.085 0.03 0.07 -0.05
H -1.335 -7.447 -2.672 -0.11 -0.01 0.01
H -2.597 -4.995 -3.720 -0.01 0.02 0.09
H -1.282 -4.700 -2.584 -0.14 0.01 -0.05
H -2.865 -3.948 -2.335 0.04 -0.10 -0.06
H -4.731 -6.133 -2.949 0.03 0.04 0.09
H -4.790 -5.074 -1.543 0.03 -0.12 -0.04
H -4.850 -6.824 -1.323 0.01 0.01 -0.04
H -3.037 -7.915 -0.048 0.02 -0.04 -0.02
H -0.824 -7.583 -0.368 0.03 0.04 0.01
H -0.640 -6.341 0.848 0.01 -0.05 0.03
H 0.166 -4.757 -1.007 0.02 -0.01 -0.05
H 0.154 -6.141 -2.091 0.02 0.03 0.00
H 1.457 -8.279 -1.226 0.04 0.07 0.06
H 3.654 -8.962 -0.329 -0.03 0.09 0.01
H 4.290 -5.006 1.161 -0.06 -0.07 -0.03
H 2.075 -4.320 0.273 0.02 -0.06 0.00
H -2.777 -5.107 1.427 0.01 0.01 0.19
H -3.652 -4.425 0.072 -0.02 0.15 -0.01
H -2.560 -2.276 -0.989 0.08 -0.07 0.13
H 0.851 -2.270 1.415 -0.20 -0.05 -0.13
Cl 0.542 2.159 0.949 0.14 -0.06 0.40
```
Forces are in eV/Å.

Its total charge is 0. For the relative energy (zero: lowest compared OMol25 entry of this formula, charge and spin), the calculation gives 8.9 kcal per mole. For the frontier orbital gap, the calculation gives 0.3050 hartree.

Mulliken population analysis, charges in e, atoms 1 to 4:
1. Sn 0.882
2. O -0.660
3. C 0.406
4. O -0.611


Which of these has the highest total charge?
C26H35BN


Which of these has the highest relative energy (zero: lowest compared OMol25 entry of this formula, charge and spin)?
C26H35Cl2N4O6PSn


Which value of relative energy (zero: lowest compared OMol25 entry of this formula, charge and spin) does entry 1 give?
0.0 kcal per mole


The lowest total charge belongs to which entry?
C26H34N3O5S